Record 1
This record from the Open Molecules 2025 dataset describes a structure of composition C3H8N2O2 in a non-equilibrium geometry. The level of theory is ωB97M-V/def2-TZVPD.

Geometry as ORCA input:
```
! RIJCOSX wB97M-V def2-TZVPD def2/J DEFGRID3
* xyz 0 1
O 0.6975 -0.8360 -1.8347
O -1.1890 1.2491 -1.4272
N -0.4168 -1.1249 -0.9671
N -0.1947 0.1893 0.9348
C 0.0152 -1.3485 0.3262
C -1.2782 0.3519 -0.6155
C 0.9789 1.0613 0.8486
H -2.2275 -0.0089 -0.1964
H -0.7140 -1.9409 0.8782
H 1.0619 -1.6305 0.4508
H 1.5003 1.0622 1.8075
H 0.2809 -0.2802 -2.5142
H 0.6908 2.0814 0.5865
H -0.8696 0.4553 1.6475
H 1.6643 0.7195 0.0750
*
```

Summary:
- E (a.u.) = -378.95317
- frontier orbital gap (eV) = 8.96
- relative energy (zero: lowest compared OMol25 entry of this formula, charge and spin) (kcal per mole) = 117.9

Record 2
This record from the Open Molecules 2025 dataset describes a cluster of 10 separate species, C4H29NO9 in total in a non-equilibrium geometry. The level of theory is ωB97M-V/def2-TZVPD.

Geometry as ORCA input:
```
! RIJCOSX wB97M-V def2-TZVPD def2/J DEFGRID3
* xyz 0 1
O -3.0796 0.3462 2.0712
O 0.1131 -2.2336 1.4306
O -2.9731 1.3135 -2.3918
O 0.6828 2.4054 0.3176
O -1.9234 -1.5935 2.7845
O 2.4027 0.5982 1.4040
O 0.5056 -0.7643 3.7583
O -1.4874 2.4250 1.7853
O 2.6186 -1.9799 0.5265
N 0.0981 -0.4213 -2.8622
C -0.0101 2.0934 -3.3626
C 0.8008 0.8358 -2.8648
C 1.9208 -1.9915 -2.5551
C 0.6601 -1.4308 -1.9622
H 2.3687 -1.2342 -0.0381
H 0.3995 3.3502 0.0938
H -0.1421 1.9594 0.5514
H 0.6353 0.1131 3.5030
H 2.5229 -1.0494 -2.5733
H -0.6369 1.8840 -4.1974
H -0.6240 2.5968 -2.5660
H -0.0977 -0.8454 -3.6989
H 0.8396 -1.2869 3.0617
H -1.4846 -2.1491 2.2564
H 2.6516 -2.5146 -1.8644
H 1.3316 0.9657 -1.7752
H -0.2994 -1.8211 0.6730
H -2.1920 -0.0958 2.1192
H 0.6530 2.8787 -3.5398
H -3.5074 -0.0342 1.2892
H -2.7069 1.5580 -3.2425
H 2.4131 1.4305 0.9479
H -0.2643 -2.0227 -1.7820
H 1.0555 -2.3815 1.2490
H -2.1016 0.9956 -2.0368
H -2.1300 3.0417 2.1709
H 0.8863 -1.1963 -0.9877
H 2.0541 0.8378 2.1786
H -1.2113 -1.3575 3.4607
H 2.7961 -1.9282 1.3731
H 1.7131 0.9022 -3.6351
H -2.2493 1.7036 1.4561
H 1.5362 -2.5291 -3.4324
*
```

Summary:
- SMILES string = CCNCC.O.O.O.O.O.O.O.O.O
- E (a.u.) = -901.55008
- frontier orbital gap (eV) = 9.32
- relative energy (zero: lowest compared OMol25 entry of this formula, charge and spin) (kcal per mole) = 130.8

Record 3
This record from the Open Molecules 2025 dataset describes a structure of composition C42H26InN2O2PS7 in a non-equilibrium geometry. The level of theory is ωB97M-V/def2-TZVPD.

Geometry as ORCA input:
```
! RIJCOSX wB97M-V def2-TZVPD def2/J DEFGRID3
* xyz 0 1
In 0.2149 -0.1278 0.1994
S -3.6638 -2.0588 -2.0070
S 1.0219 -1.4431 -5.5066
S -2.4034 -0.3425 -3.9663
S 2.9114 -3.8490 6.0269
S -1.8463 -1.5158 0.2024
S -4.7999 -1.9345 -4.7480
S -0.2877 0.6866 -2.2210
P -1.1612 2.3689 0.2942
O -0.1663 0.5319 3.7956
O 0.6697 1.2994 1.8735
N 1.4839 -1.8139 1.4920
N 1.6559 -1.7525 -1.2445
C -0.0437 1.3892 2.9331
C 2.0509 -2.8431 0.8407
C 3.1261 -5.0519 0.8132
C 1.8118 -2.8100 -4.7689
C 2.1367 -3.7483 -5.7168
C -5.3122 1.7709 -1.5529
C 2.4744 -3.9910 -2.6725
C -1.3945 3.2090 1.8937
C 2.0706 -2.8007 3.5958
C 1.7178 -1.9057 7.1867
C 1.7499 5.1783 -1.8932
C -3.6889 -1.4754 -3.6451
C -1.0189 3.2916 4.2724
C -2.2568 -1.1586 -1.4547
C 2.1977 4.1445 -1.0872
C -2.3920 4.9548 3.2096
C -2.1920 4.3458 1.9846
C -0.0836 3.5433 -0.5938
C 1.4743 -1.7957 2.7977
C 2.6180 -3.9345 1.5397
C 2.4674 -3.0091 7.4537
C 1.9996 -2.8719 -3.3409
C 2.0725 -2.8443 -0.5869
C -1.8021 4.4291 4.3505
C 2.6358 -3.8800 2.9360
C 2.0748 -2.6843 5.0327
C -0.8085 2.6813 3.0435
C -5.1128 1.6835 -0.1840
C 0.3906 5.3950 -2.0469
C 1.1538 -2.1560 -7.0568
C -1.6716 -0.3494 -2.3661
C 2.5520 -3.9827 -1.2768
C -4.2673 2.1612 -2.3745
C 1.4914 -1.7169 5.8112
C -2.8186 2.3765 -0.4644
C -3.0269 2.4656 -1.8391
C 1.7648 -3.3719 -7.0188
C 1.2849 3.3229 -0.4548
C 3.0723 -5.0855 -0.5383
C 1.6575 -1.7551 -2.5503
C -3.8714 1.9634 0.3546
C -0.5301 4.5945 -1.3887
H 1.3403 -1.2461 7.9472
H 0.9106 -0.9068 5.4104
H 2.4609 5.8041 -2.4131
H 2.7796 -4.8802 -3.2023
H 2.7882 -3.3810 8.4083
H -3.0129 5.8375 3.2745
H 3.2568 3.9724 -0.9639
H -2.6545 4.7368 1.0890
H -0.5652 2.8631 5.1538
H -4.4155 2.2120 -3.4450
H 1.9395 -3.9756 -7.8920
H -6.2703 1.5164 -1.9856
H -1.5866 4.7879 -1.5075
H 3.5286 -5.8812 1.3761
H 3.0829 -4.6908 3.4926
H 0.9683 -0.9588 3.2620
H 0.0444 6.1891 -2.6944
H 1.3652 -0.8349 -3.0380
H -3.6964 1.8482 1.4181
H -5.9228 1.3728 0.4596
H 2.6280 -4.6770 -5.4910
H 3.4255 -5.9435 -1.0909
H 1.6325 2.5062 0.1668
H -1.9623 4.9006 5.3085
H -2.2135 2.7387 -2.4987
H 0.7660 -1.6374 -7.9128
*
```

Summary:
- E (a.u.) = -5195.01896
- frontier orbital gap (eV) = 5.82

Record 4
This record from the Open Molecules 2025 dataset describes the molecule C7H10O in a non-equilibrium geometry. The level of theory is ωB97M-V/def2-TZVPD.

Geometry as ORCA input:
```
! RIJCOSX wB97M-V def2-TZVPD def2/J DEFGRID3
* xyz 0 1
O 0.0755 -0.7008 1.2751
C -1.7369 0.7952 0.2186
C -0.1339 -0.5248 -0.1637
C 1.0869 1.3677 0.0869
C 1.8576 0.1643 -0.0821
C -0.2211 0.9336 -0.4374
C -1.6774 -0.7314 -0.2867
C 0.9937 -1.1099 -0.7065
H -0.4632 1.4007 -1.4381
H -2.0356 -1.6731 0.1977
H 0.7725 -0.7242 -1.7517
H -1.8115 0.9429 1.2229
H 0.9685 -0.5659 1.4252
H -2.6011 1.2220 -0.3321
H 2.8939 -0.0113 0.2843
H 1.3413 2.4124 0.3278
H 1.3141 -2.2509 -0.4673
H -1.9973 -0.5136 -1.4438
*
```

Summary:
- SMILES string = O[C@]12CC=C[C@@H]1CC2
- E (a.u.) = -347.75696
- frontier orbital gap (eV) = 9.89
- relative energy (zero: lowest compared OMol25 entry of this formula, charge and spin) (kcal per mole) = 129.4

Record 5
This record from the Open Molecules 2025 dataset describes a structure of composition C10H17NPt in a non-equilibrium geometry. The level of theory is ωB97M-V/def2-TZVPD.

Geometry as ORCA input:
```
! RIJCOSX wB97M-V def2-TZVPD def2/J DEFGRID3
* xyz 0 3
Pt -0.8221 0.4367 -0.8142
N 1.1805 0.2205 -0.1496
C 1.2490 0.0161 1.3691
C -0.1046 -0.2240 1.9414
C 1.8789 1.4660 -0.5308
C 1.7968 -0.9284 -0.8482
C -2.5094 -0.3456 1.5970
C -2.6846 -0.6213 2.9651
C -0.2963 -0.4952 3.3128
C -0.4235 0.2697 -4.7441
C -1.2211 -0.1145 1.1120
C -1.5787 -0.6902 3.8182
H -3.6910 -0.7758 3.3563
H 2.9272 1.4247 -0.2026
H 1.8177 1.5841 -1.6187
H -0.8491 0.5498 -3.7575
H 1.7185 0.9234 1.7829
H 1.2588 -1.8420 -0.5791
H 1.9396 -0.8237 1.5514
H -1.7357 -0.8914 4.8778
H -2.2004 0.6223 -1.5258
H 1.7307 -0.7659 -1.9300
H 0.6656 0.4132 -4.7275
H -3.3164 -0.2810 0.8747
H -0.6797 -0.7721 -4.9755
H 1.3596 2.2956 -0.0427
H 0.5720 -0.5442 3.9645
H -0.8310 0.9079 -5.5381
H 2.8489 -1.0144 -0.5387
*
```

Summary:
- E (a.u.) = -565.15183
- frontier orbital gap (spin up / spin down) (eV) = 6.81 / 7.30
- relative energy (zero: lowest compared OMol25 entry of this formula, charge and spin) (kcal per mole) = 0.0

Record 6
This record from the Open Molecules 2025 dataset describes a cluster of 8 separate species, C6H29NO8 in total in a non-equilibrium geometry. The level of theory is ωB97M-V/def2-TZVPD.

Geometry as ORCA input:
```
! RIJCOSX wB97M-V def2-TZVPD def2/J DEFGRID3
* xyz 0 1
O 1.6755 0.3828 2.7262
O -2.5360 1.1405 1.4816
O 3.3271 -1.2075 0.7750
O -2.4165 3.6136 -0.1270
O 0.6082 2.4950 -0.0845
O -1.0069 -1.1287 2.8461
O 0.4833 -3.3185 1.1599
O 1.8631 3.4950 2.3442
N 0.0587 -1.6402 -1.1297
C 1.4768 1.8535 -1.0554
C -1.3071 -2.1093 -1.0695
C -2.2559 -1.5244 -2.1588
C 0.6208 0.7674 -1.7074
C 0.8543 -2.1311 -2.2501
C 0.2062 -0.2586 -0.6526
H -1.8500 -1.5606 2.6342
H -2.2089 0.5432 2.1738
H 2.2141 3.5750 1.4489
H 2.8649 -0.9307 1.5667
H 3.1744 -0.6550 0.0088
H 2.1896 1.4150 -0.3637
H 0.9265 -3.0613 1.9849
H -0.7040 0.1447 -0.2302
H 1.1974 0.3696 -2.5501
H -1.8532 3.1024 0.4424
H 1.8235 2.6348 -1.7277
H 1.8684 1.2215 3.1705
H -0.6828 -1.2415 1.9374
H -2.1872 -2.0114 -3.1280
H -3.1081 2.9333 -0.0970
H 0.5697 -1.5937 -3.1618
H -0.1985 1.2498 -2.2495
H -1.4309 -3.1848 -1.1438
H -2.0839 -0.4496 -2.2261
H 1.0041 0.6951 2.1118
H -0.2780 2.7002 -0.3923
H 0.9334 3.4864 2.0751
H 0.7009 -3.2042 -2.2256
H -1.6944 -1.7569 -0.1134
H 1.8963 -1.8670 -2.0749
H 1.0117 -0.3565 0.0807
H 0.7558 -2.4859 0.7334
H -3.2625 -1.6705 -1.7757
H -3.2393 1.5290 1.9932
*
```

Summary:
- SMILES string = CCN(C)CCCO.O.O.O.O.O.O.O
- E (a.u.) = -902.61034
- frontier orbital gap (eV) = 8.47
- relative energy (zero: lowest compared OMol25 entry of this formula, charge and spin) (kcal per mole) = 74.4

Record 7
This record from the Open Molecules 2025 dataset describes a structure of composition CH9NOSi2 in a non-equilibrium geometry. The level of theory is ωB97M-V/def2-TZVPD.

Geometry as ORCA input:
```
! RIJCOSX wB97M-V def2-TZVPD def2/J DEFGRID3
* xyz 0 1
Si -2.6769 1.4658 -0.3993
Si 0.0557 -0.6504 0.1049
O 1.7278 -0.9170 -0.3140
N -1.6816 0.7190 0.7213
C 3.0201 -0.9768 0.1231
H 3.0990 -1.5798 1.0038
H -0.0482 -0.8654 -1.3129
H 3.4914 -0.0321 0.2651
H -2.6985 0.5615 -1.5321
H -2.2956 2.7900 -1.0197
H 3.7347 -1.5051 -0.5199
H -4.0468 1.2921 0.1666
H -1.4580 1.2583 1.5030
H -0.2230 -1.5601 1.2099
*
```

Summary:
- E (a.u.) = -752.39458
- frontier orbital gap (eV) = 8.85
- relative energy (zero: lowest compared OMol25 entry of this formula, charge and spin) (kcal per mole) = 79.2

Record 8
This record from the Open Molecules 2025 dataset describes a structure of composition C2H5NSi in a non-equilibrium geometry. The level of theory is ωB97M-V/def2-TZVPD.

Geometry as ORCA input:
```
! RIJCOSX wB97M-V def2-TZVPD def2/J DEFGRID3
* xyz 0 1
Si 1.2967 -0.8896 -0.6772
N -1.6629 1.0985 -1.7185
C 0.8184 0.9715 -1.0541
C -0.5515 1.0723 -1.4351
H 0.7290 -1.4701 -1.9301
H 1.4418 1.3452 -1.8695
H -1.2874 -0.6407 2.2441
H -1.7319 -1.2312 2.0030
H 0.9865 1.6091 -0.1841
*
```

Summary:
- E (a.u.) = -423.33069
- frontier orbital gap (eV) = 7.78
- relative energy (zero: lowest compared OMol25 entry of this formula, charge and spin) (kcal per mole) = 55.1

Record 9
This record from the Open Molecules 2025 dataset describes the molecule C6H11NO in a non-equilibrium geometry. The level of theory is ωB97M-V/def2-TZVPD.

Geometry as ORCA input:
```
! RIJCOSX wB97M-V def2-TZVPD def2/J DEFGRID3
* xyz 0 1
O -1.2000 0.0688 -0.6831
N -3.4599 0.4172 -1.0017
C 0.9876 0.1627 0.4823
C -2.5087 -0.0877 -0.3695
C -0.4083 -1.8432 0.5340
C 2.2181 -0.2465 -0.3321
C 0.7178 1.6588 0.3503
C -0.2332 -0.6507 -0.0243
H 1.5775 2.2202 0.7080
H -0.1489 1.9467 0.9391
H -1.3084 -2.4194 0.3893
H -2.7233 -0.6442 0.5407
H 1.1720 -0.0713 1.5336
H 0.5349 1.9257 -0.6865
H -3.1741 0.9238 -1.8415
H 0.3855 -2.3332 1.0677
H 2.3808 -1.3210 -0.2720
H 3.1042 0.2670 0.0439
H 2.0863 0.0263 -1.3783
*
```

Summary:
- SMILES string = [H]/N=C\OC(=C)C(C)C
- E (a.u.) = -365.16736
- frontier orbital gap (eV) = 10.37
- relative energy (zero: lowest compared OMol25 entry of this formula, charge and spin) (kcal per mole) = 40.2

Record 10
This record from the Open Molecules 2025 dataset describes a cluster of 9 separate species, CH20O9 in total in a non-equilibrium geometry. The level of theory is ωB97M-V/def2-TZVPD.

Geometry as ORCA input:
```
! RIJCOSX wB97M-V def2-TZVPD def2/J DEFGRID3
* xyz 0 1
O -4.3397 -33.4272 1.0433
O -5.9371 -30.9207 0.0417
O -3.5698 -29.5765 0.3815
O -9.5598 -33.0261 2.2346
O -6.6695 -28.6184 -0.8647
O -9.9025 -29.5473 2.3618
O -6.2337 -32.8393 -1.6046
O -5.6887 -30.3001 -2.9859
O -4.2141 -29.2972 3.1192
C -6.8330 -30.9324 1.1762
H -8.7305 -32.9383 2.7464
H -5.8216 -33.6557 -1.3301
H -4.3863 -30.1179 0.3127
H -7.7039 -30.7899 0.8484
H -4.0965 -30.2510 3.3195
H -5.7399 -31.2138 -2.5564
H -6.3846 -30.2147 1.9130
H -3.6240 -33.0641 0.6469
H -6.2665 -29.3436 -0.6877
H -9.2647 -33.0670 1.2950
H -5.8309 -30.4082 -3.8883
H -4.8918 -32.6477 0.6864
H -6.7331 -31.9517 1.5381
H -7.6458 -28.8193 -0.8058
H -9.3280 -30.2478 2.0151
H -3.6767 -29.1596 1.2265
H -6.1864 -32.1745 -0.8736
H -9.3323 -28.8890 2.5029
H -6.5536 -28.5600 -1.8454
H -5.1432 -29.1955 3.0771
*
```

Summary:
- E (a.u.) = -727.08183
- frontier orbital gap (eV) = 8.60
- relative energy (zero: lowest compared OMol25 entry of this formula, charge and spin) (kcal per mole) = 115.0

Record 11
This record from the Open Molecules 2025 dataset describes a structure of composition C15H28MnN3O3. The level of theory is ωB97M-V/def2-TZVPD.

Geometry as ORCA input:
```
! RIJCOSX wB97M-V def2-TZVPD def2/J DEFGRID3
* xyz 3 6
Mn -0.2983 0.0783 0.0545
O -1.8477 -0.4451 -1.0388
O -0.5676 0.2063 2.2286
O -0.4516 2.2237 0.4873
N 1.8171 -0.6206 -0.5781
N 4.2796 -1.0329 -1.0176
N -3.1871 -0.5166 -0.9778
C 2.1647 -0.1897 -1.9575
C -3.8748 -0.5921 -2.1257
C -3.8171 -0.5384 0.2145
C -5.2506 -0.6890 -2.1024
C 2.1166 -2.0689 -0.4496
C 4.1560 -0.1181 0.1572
C -0.4908 1.5385 2.7820
C 2.6479 0.1449 0.3924
C -0.7668 3.1941 -0.5438
C 3.6176 -2.3408 -0.7134
C -0.7093 -0.8300 3.2285
C 3.6697 -0.4150 -2.2362
C -1.0402 2.5165 1.7679
C -5.9234 -0.7082 -0.8904
C -5.1859 -0.6319 0.2869
H -0.6807 -1.7895 2.7167
H -7.0018 -0.7834 -0.8653
H 4.1087 -2.7833 0.1510
H 0.5489 1.7565 3.0346
H 3.8268 -1.0899 -3.0752
H -3.2994 -0.5708 -3.0390
H 2.4293 1.2071 0.2733
H -5.6669 -0.6543 1.2542
H 3.7664 -3.0102 -1.5584
H 4.6188 -0.6028 1.0146
H 1.9095 0.8629 -2.0786
H -3.1739 -0.4839 1.0800
H 1.5588 -0.7632 -2.6569
H 1.8394 -2.4057 0.5485
H -5.7863 -0.7555 -3.0386
H 0.0391 3.9222 -0.6197
H 5.2721 -1.2049 -1.1961
H -1.6623 -0.7202 3.7454
H 4.7009 0.8015 -0.0460
H -1.0900 1.5949 3.6913
H 4.1911 0.5160 -2.4504
H 1.5033 -2.6121 -1.1660
H 2.3713 -0.1558 1.4035
H 0.1034 -0.7721 3.9523
H -2.1263 2.4238 1.6872
H -1.6964 3.7094 -0.3106
H -0.8731 2.6634 -1.4886
H -0.7892 3.5346 2.0682
*
```

Summary:
- E (a.u.) = -2128.35045
- frontier orbital gap (spin up / spin down) (eV) = 9.87 / 9.35
- relative energy (zero: lowest compared OMol25 entry of this formula, charge and spin) (kcal per mole) = 2.6

Record 12
This record from the Open Molecules 2025 dataset describes the molecule C2H4O2S in a non-equilibrium geometry. The level of theory is ωB97M-V/def2-TZVPD.

Geometry as ORCA input:
```
! RIJCOSX wB97M-V def2-TZVPD def2/J DEFGRID3
* xyz 0 1
S 1.8430 -1.5675 -1.0139
O -0.4359 -0.5014 -1.4897
O -1.0437 0.7362 0.6816
C 0.2604 0.0531 0.5799
C 0.5718 -0.5341 -0.5907
H 0.9497 0.6275 0.9798
H -1.0772 1.6706 0.6731
H -0.0112 -0.6989 1.2502
H -1.0570 0.2145 -1.0702
*
```

Summary:
- SMILES string = OCC(O)=S
- E (a.u.) = -627.20311
- frontier orbital gap (eV) = 8.83
- relative energy (zero: lowest compared OMol25 entry of this formula, charge and spin) (kcal per mole) = 50.8